DFT (ωB97M-V/def2-TZVPD) results for a single C7H7ClOS molecule in a non-equilibrium geometry.

The calculation puts the HOMO-LUMO gap at 8.996 eV. The structure (SMILES) is Cc1sc(C)c(C=O)c1Cl. The energy above the lowest of the compared OMol25 structures with the same formula, charge and spin is 0.0 kJ/mol.

Geometry as XYZ:
```
17
C7H7ClOS | the OMol25 dataset | ωB97M-V/def2-TZVPD
C -2.57655 0.10274 -1.53620
C -1.20564 0.04720 -0.95739
S -0.11424 1.39674 -0.90476
C 0.92512 0.68186 0.25182
C 2.24199 1.36502 0.39119
C 0.45357 -0.56862 0.60343
C 1.14549 -1.39073 1.56736
O 0.59062 -2.32090 2.08541
C -0.78059 -0.86981 -0.05828
Cl -1.74108 -2.20391 0.26756
H -3.15947 0.94233 -1.38415
H -2.66076 -0.09111 -2.72671
H -3.19818 -0.71438 -1.24203
H 3.01495 0.64311 0.29167
H 2.36374 2.33242 -0.12253
H 2.44913 1.63178 1.56730
H 2.25190 -0.98371 1.90629
```